1.
Density functional theory data (wB97M-V/def2-TZVPD) for a 9-piece molecular cluster, C20H63N5O9 overall.

The geometry in XYZ format:
```
97
Properties=species:S:1:pos:R:3:forces:R:3:lowdin_charge:R:1
C -7.083 2.381 6.310 -0.898 -0.378 0.421 -0.14
O -7.292 3.517 5.501 2.020 0.484 0.519 -0.20
C -6.374 4.566 5.972 -1.472 1.283 -2.518 -0.14
C -6.432 5.669 4.839 0.154 0.027 0.948 -0.49
C -5.602 6.866 5.040 1.629 0.453 1.471 -0.09
N -7.723 6.204 4.565 -1.116 -1.610 -1.400 0.04
H -7.782 1.586 6.052 -0.105 0.162 -0.366 0.09
H -7.330 2.653 7.336 0.258 -0.107 0.360 0.08
H -6.085 1.945 6.265 0.257 0.297 -0.128 0.09
H -6.797 4.963 6.895 0.384 -0.016 0.312 0.13
H -5.311 4.329 6.001 -0.120 -0.868 0.489 0.12
H -6.045 5.213 3.928 -0.318 -0.489 -0.066 0.14
H -4.724 6.567 5.613 0.695 0.328 -0.361 0.07
H -6.094 7.582 5.699 -0.192 0.176 -0.154 0.08
H -5.367 7.326 4.080 0.139 0.088 0.284 0.09
H -8.205 6.668 5.322 0.270 -0.187 0.348 0.08
H -8.169 5.326 4.343 -1.586 0.354 -0.158 0.07
C -1.830 0.643 0.591 -0.909 1.459 0.082 -0.15
O -1.281 -0.005 -0.496 -0.459 -1.732 -0.031 -0.19
C 0.123 0.080 -0.560 -0.680 -1.033 -0.293 -0.19
C 0.681 -1.272 -1.118 0.268 -1.065 1.139 -0.37
C 0.667 -2.579 -0.162 -0.186 0.609 -0.674 -0.05
N 2.077 -1.071 -1.483 0.057 0.637 -0.280 0.00
H -2.895 0.433 0.687 0.020 -0.253 -0.308 0.09
H -1.745 1.708 0.374 -0.122 0.504 0.425 0.09
H -1.405 0.479 1.581 0.549 -0.481 -0.055 0.09
H 0.305 0.918 -1.233 0.844 -0.088 -0.067 0.13
H 0.438 0.312 0.458 0.817 -0.106 -0.040 0.11
H 0.136 -1.542 -2.023 -0.185 0.261 0.013 0.13
H 1.365 -3.299 -0.590 0.479 0.291 -0.149 0.05
H -0.197 -3.240 -0.107 -0.729 0.794 0.148 0.06
H 1.028 -2.354 0.842 -0.096 0.128 0.050 0.07
H 2.589 -0.870 -0.636 0.294 0.109 0.098 0.07
H 2.462 -1.935 -1.837 0.044 -0.038 -0.083 0.06
C -4.325 -7.815 -2.274 -0.609 1.109 0.629 -0.10
O -4.862 -8.182 -0.992 -0.007 -1.125 -1.687 -0.20
C -6.209 -8.624 -1.012 0.186 0.563 3.637 -0.20
C -7.174 -7.457 -0.582 0.219 1.273 0.346 -0.40
C -6.808 -6.415 0.589 0.765 -2.747 -0.114 -0.05
N -8.466 -8.025 -0.171 0.680 -0.191 -1.078 0.02
H -4.675 -8.259 -3.206 -0.252 -1.315 0.429 0.08
H -3.244 -7.926 -2.190 -0.145 0.425 -0.175 0.09
H -4.711 -6.809 -2.442 0.906 0.673 -0.027 0.08
H -6.483 -9.357 -1.771 -0.179 0.902 -1.005 0.12
H -6.269 -9.287 -0.148 0.108 -0.183 0.428 0.12
H -7.267 -6.837 -1.474 -0.258 0.295 -0.269 0.11
H -6.825 -6.918 1.556 -0.112 -0.732 0.011 0.06
H -7.619 -5.708 0.762 0.475 0.606 -0.849 0.07
H -5.755 -6.137 0.554 -0.345 1.031 -0.488 0.06
H -8.641 -8.605 -0.980 -0.974 -0.605 0.018 0.06
H -9.119 -7.260 -0.262 -0.456 0.022 0.194 0.07
C 8.679 -12.415 -2.093 -0.464 1.541 -0.742 -0.05
O 7.956 -11.074 -2.067 1.792 -2.347 -0.377 -0.20
C 8.871 -10.013 -2.419 -1.192 -0.595 0.483 -0.19
C 8.025 -8.715 -2.368 -1.335 -1.504 -1.447 -0.49
C 7.106 -8.548 -3.528 -2.620 -1.980 -0.412 -0.09
N 8.733 -7.518 -2.392 3.506 1.201 1.528 0.03
H 9.174 -12.557 -3.053 -0.202 0.286 -0.380 0.07
H 8.003 -13.264 -1.989 -0.377 0.558 0.300 0.08
H 9.507 -12.511 -1.390 -0.302 0.477 0.593 0.07
H 9.683 -10.075 -1.695 0.198 0.648 0.330 0.12
H 9.339 -10.167 -3.391 -0.180 -0.067 -0.421 0.12
H 7.377 -8.829 -1.499 0.229 0.276 0.381 0.14
H 6.396 -9.372 -3.460 -0.220 -0.301 -0.369 0.08
H 7.499 -8.611 -4.543 0.539 0.304 0.171 0.09
H 6.445 -7.691 -3.402 0.469 0.370 -0.070 0.08
H 9.614 -7.878 -2.054 0.961 1.119 1.143 0.06
H 9.079 -7.260 -3.305 -0.803 0.028 -0.706 0.08
C -0.049 11.016 0.819 -0.405 -0.783 0.140 -0.11
O -0.032 11.891 -0.300 0.065 -2.017 0.781 -0.15
C 0.619 13.066 -0.028 0.441 1.744 -1.896 -0.28
C -0.299 14.065 0.543 -2.781 2.588 0.742 -0.41
C -1.451 14.616 -0.482 0.811 -1.034 1.851 -0.03
N 0.381 15.295 1.028 0.336 -1.011 -0.958 0.02
H 0.869 10.931 1.401 0.519 0.603 -0.273 0.08
H -0.214 9.989 0.491 -0.277 0.145 -0.381 0.09
H -0.826 11.248 1.547 -0.250 0.241 -0.083 0.08
H 1.565 12.966 0.505 0.037 -0.189 0.260 0.13
H 0.807 13.520 -1.001 0.841 -0.275 -0.316 0.13
H -0.805 13.615 1.398 -0.436 -0.270 0.057 0.12
H -2.130 15.258 0.079 0.483 0.668 0.209 0.06
H -2.201 13.875 -0.760 0.700 -0.537 -0.628 0.07
H -0.977 15.158 -1.300 -0.210 -0.191 -0.060 0.07
H 1.053 15.018 1.730 -0.030 0.393 0.313 0.06
H -0.301 15.949 1.383 0.155 -0.074 0.242 0.06
O 8.581 1.884 -1.111 0.046 0.227 0.082 -0.05
H 8.771 1.505 -1.969 0.043 -0.053 -0.285 0.03
H 8.266 1.147 -0.587 -0.101 -0.202 0.198 0.02
O 7.557 -2.060 0.769 -0.049 0.264 -0.052 -0.05
H 7.434 -2.616 1.539 -0.036 -0.100 0.225 0.03
H 7.872 -2.656 0.090 0.090 -0.148 -0.200 0.03
O 2.607 0.880 -6.246 0.089 0.102 -0.227 -0.06
H 3.082 0.325 -5.628 0.148 -0.100 0.195 0.03
H 1.685 0.754 -6.022 -0.238 0.004 0.055 0.03
O 8.412 0.140 -5.447 0.063 0.106 0.222 -0.05
H 8.454 0.347 -6.380 0.015 0.122 -0.229 0.03
H 8.133 -0.775 -5.416 -0.076 -0.228 0.038 0.03
```
Positions in Å, forces in eV/Å.

Results
charge = 0
HOMO-LUMO gap = 9.54 eV
energy above the lowest of the compared OMol25 structures with the same formula, charge and spin = 6.148 eV
max |F| = 0.078 Eh/bohr
HOMO energy = -9.1 eV
SMILES = COC[C@H](C)N.COC[C@H](C)N.COC[C@H](C)N.COC[C@H](C)N.COC[C@H](C)N.O.O.O.O
calculated total energy = -47632.2418 eV



2.
Density functional theory data (wB97M-V/def2-TZVPD) for a 12-piece molecular cluster, C20H64N6O12 overall.

The geometry in XYZ format:
```
102
Properties=species:S:1:pos:R:3:forces:R:3:lowdin_charge:R:1
N 10.305 -22.544 -9.844 -4.700 -5.719 2.748 0.12
C 11.056 -21.511 -9.823 -0.783 7.528 1.619 -0.58
N 12.012 -21.616 -10.713 1.430 0.761 0.070 0.18
O 10.667 -20.358 -9.113 1.858 -5.275 -2.934 -0.15
H 9.449 -22.553 -9.177 2.346 -0.013 -1.603 0.17
H 10.788 -23.478 -10.000 -1.273 1.768 0.263 0.15
H 12.610 -20.825 -10.913 0.565 0.501 0.203 0.04
H 12.001 -22.374 -11.367 0.036 -0.112 -0.024 0.11
N 14.748 -18.296 -8.982 2.797 0.816 -0.434 0.15
C 13.780 -19.096 -9.351 -1.582 -0.312 -5.363 -0.53
N 12.939 -19.246 -8.371 -2.193 -1.732 3.475 0.16
O 13.599 -19.441 -10.718 1.109 1.541 6.490 -0.15
H 15.312 -18.013 -9.747 0.795 0.377 -0.166 0.08
H 14.657 -17.695 -8.173 0.033 -0.310 -0.405 0.13
H 13.131 -19.247 -7.306 0.280 0.316 -2.943 0.17
H 12.017 -19.638 -8.571 -0.601 -0.496 -0.464 0.02
N 15.660 -18.319 -17.212 3.174 -2.824 -3.135 0.15
C 14.719 -17.822 -16.474 -6.936 0.303 -1.380 -0.65
N 15.168 -17.326 -15.385 0.898 2.175 4.721 0.16
O 13.349 -17.781 -16.763 6.129 -0.485 0.875 -0.15
H 15.361 -18.827 -18.089 0.982 1.241 1.380 0.06
H 16.658 -18.475 -16.808 -2.801 0.485 -1.127 0.16
H 14.454 -16.865 -14.794 0.784 -0.364 -0.376 0.08
H 16.191 -17.302 -15.092 -2.166 0.158 -0.798 0.08
C 10.892 -20.024 -17.165 0.303 2.098 -1.054 -0.09
C 11.186 -21.289 -16.468 0.738 0.431 -1.476 -0.40
O 10.009 -21.923 -16.167 -1.256 -2.063 0.240 -0.04
H 11.757 -19.346 -17.023 -0.592 0.124 -0.160 0.05
H 9.972 -19.582 -16.741 0.432 0.176 -0.219 0.07
H 10.754 -20.122 -18.277 -0.093 -0.140 1.032 0.09
H 11.790 -21.133 -15.598 0.436 0.198 0.529 0.08
H 11.750 -21.866 -17.193 0.111 -0.722 0.417 0.11
H 9.611 -21.451 -15.448 -0.447 0.285 0.464 0.07
C 17.366 -21.424 -15.872 1.007 1.789 2.735 -0.06
C 18.725 -21.227 -15.178 -1.359 0.902 1.913 -0.24
O 18.763 -21.788 -13.845 -1.946 -0.242 -0.997 -0.09
H 17.511 -21.147 -16.841 0.228 1.117 -2.827 0.04
H 16.488 -20.935 -15.466 0.253 0.943 0.333 0.05
H 16.988 -22.363 -15.916 -0.269 -3.519 0.072 0.03
H 18.990 -20.157 -15.034 -0.375 -0.336 -0.637 0.10
H 19.474 -21.674 -15.750 1.254 -0.791 -1.143 0.09
H 19.639 -21.771 -13.527 1.603 0.065 0.444 0.06
C 14.546 -21.006 -18.030 -0.087 1.257 1.096 -0.07
C 14.538 -20.627 -19.485 -1.593 0.472 0.372 -0.27
O 14.896 -19.251 -19.601 0.232 -0.505 -1.349 -0.10
H 14.211 -21.979 -17.870 -0.659 -1.867 -0.120 0.03
H 13.850 -20.389 -17.354 1.087 -0.392 -1.352 0.10
H 15.550 -20.990 -17.609 -0.040 0.235 -0.045 0.05
H 13.522 -20.703 -19.865 -0.425 -0.191 0.070 0.11
H 15.111 -21.211 -20.187 0.778 -0.579 0.280 0.11
H 14.945 -19.154 -20.561 0.165 0.821 0.299 0.11
C 14.636 -24.437 -16.426 -0.764 -1.039 -0.354 -0.08
C 14.311 -23.490 -15.325 -1.929 0.686 -1.444 -0.31
O 12.907 -23.201 -15.339 -0.043 -1.048 0.757 -0.09
H 15.669 -24.700 -16.318 0.841 0.049 -0.513 0.07
H 14.357 -24.025 -17.388 0.452 0.230 -0.284 0.06
H 14.109 -25.399 -16.421 -0.190 0.190 0.577 0.08
H 14.720 -22.555 -15.603 1.274 1.094 0.058 0.07
H 14.734 -23.831 -14.428 0.159 -0.401 1.693 0.09
H 12.665 -22.631 -14.585 0.583 -0.159 -0.257 0.06
C 14.004 -16.208 -11.137 -1.141 1.492 -0.380 -0.07
C 14.574 -15.747 -12.484 -3.074 1.543 0.031 -0.24
O 13.634 -15.985 -13.533 -0.149 -1.333 -0.727 -0.12
H 13.611 -17.220 -11.174 0.449 -0.204 -0.121 0.04
H 13.154 -15.587 -10.762 0.352 -0.146 -0.755 0.10
H 14.699 -16.062 -10.350 1.034 -0.201 0.660 0.05
H 15.412 -16.303 -12.752 1.616 -0.875 -0.413 0.07
H 14.711 -14.675 -12.688 0.922 -0.033 1.420 0.13
H 12.776 -15.583 -13.428 -0.180 0.324 0.453 0.09
C 16.255 -22.474 -12.112 1.622 0.362 -0.777 -0.08
C 16.447 -21.468 -10.995 1.087 1.434 -2.400 -0.38
O 16.461 -21.924 -9.723 0.408 -3.027 2.638 -0.07
H 16.417 -22.005 -13.103 0.308 0.059 0.640 0.05
H 15.247 -22.715 -12.175 -1.888 -1.317 0.228 0.03
H 16.984 -23.329 -12.092 -0.879 0.564 0.232 0.10
H 15.661 -20.705 -11.036 0.222 0.011 -0.228 0.10
H 17.443 -21.029 -11.153 -0.152 0.594 -0.411 0.10
H 17.024 -22.747 -9.703 -0.910 1.281 0.158 0.12
C 10.912 -17.717 -14.154 -1.433 0.039 -0.652 -0.09
C 11.083 -18.241 -12.806 1.857 1.762 2.765 -0.34
O 10.917 -19.622 -12.783 -0.948 -1.333 0.067 -0.09
H 10.491 -16.762 -14.055 -0.414 1.859 -0.023 0.06
H 10.043 -18.275 -14.510 0.209 -0.113 -0.971 0.08
H 11.736 -17.634 -14.820 0.748 -0.650 -0.694 0.06
H 10.296 -17.697 -12.136 1.479 -1.136 -0.592 0.15
H 12.183 -18.032 -12.424 -2.470 -0.446 -0.353 0.11
H 10.035 -19.812 -13.168 0.797 0.018 0.375 0.12
C 17.420 -18.746 -13.304 0.363 -2.195 -0.918 -0.07
C 18.298 -17.534 -13.521 0.097 -1.745 -0.267 -0.31
O 17.716 -16.713 -14.471 -0.421 0.319 -0.899 -0.07
H 16.690 -18.516 -12.560 -0.619 -0.226 0.618 0.06
H 18.011 -19.673 -13.055 -0.440 1.151 0.504 0.07
H 16.857 -19.189 -14.186 0.654 1.301 0.596 0.07
H 19.285 -17.818 -13.815 0.842 -0.402 -0.676 0.10
H 18.473 -17.051 -12.602 -0.194 0.879 1.364 0.10
H 17.880 -15.804 -14.279 0.171 0.961 0.042 0.10
C 13.899 -20.102 -13.759 1.221 -0.520 -2.013 -0.14
O 13.166 -21.176 -13.221 -1.068 0.448 -0.047 -0.14
H 13.735 -19.134 -13.312 0.053 0.053 0.510 0.07
H 13.826 -19.958 -14.869 -0.840 -0.178 0.561 0.09
H 14.915 -20.452 -13.708 0.822 0.471 0.615 0.04
H 12.319 -20.749 -12.990 -0.162 -0.344 -0.005 0.04
```
Positions in Å, forces in eV/Å.

Results
charge = 0
HOMO-LUMO gap = 8.51 eV
energy above the lowest of the compared OMol25 structures with the same formula, charge and spin = 0.000 eV
max |F| = 0.154 Eh/bohr
HOMO energy = -8.2 eV
SMILES = NC(N)=O.NC(N)=O.NC(N)=O.CCO.CCO.CCO.CCO.CCO.CCO.CCO.CCO.CO
calculated total energy = -55282.8438 eV



The highest calculated total energy belongs to which entry? C20H63N5O9



Look up the calculated total energy of the first one. -47632.2418 eV



Among the records above, which one has the lowest HOMO-LUMO gap? C20H64N6O12